DFT (the ωB97M-V functional and the def2-TZVPD basis) results for C7H12N2O in the gas phase in a non-equilibrium geometry.

XYZ file:
```
22
Properties=species:S:1:pos:R:3:mulliken_charge:R:1
O 0.851 0.234 -1.236 -0.644
N -0.017 -1.639 -0.464 -0.726
N 0.235 0.166 2.331 -0.111
C -1.430 1.457 0.866 -0.549
C -0.583 0.225 1.162 0.923
C 1.157 1.096 3.977 -0.490
C -2.083 0.187 1.314 -0.702
C -0.256 0.572 3.657 -0.558
C 0.020 -0.491 0.014 -0.108
C 1.401 1.054 2.458 -0.511
H -2.462 0.135 2.335 0.224
H -2.660 -0.395 0.595 0.306
H -1.345 2.270 1.589 0.205
H 1.236 2.038 1.980 0.268
H 0.553 1.149 -1.238 0.300
H -0.662 -0.244 4.272 0.264
H 1.222 2.074 4.466 0.282
H 0.596 -1.345 -1.512 0.411
H -0.991 1.397 3.631 0.270
H 2.347 0.631 2.093 0.318
H -1.553 1.790 -0.165 0.374
H 1.766 0.366 4.523 0.256
```

Properties
HOMO: -8.826 eV
ΔE to the lowest compared entry with this formula, charge and spin: 107.5 kcal per mole
Structure (SMILES): [H]/N=C(\O)C1(N2CCC2)CC1
Maximum force: 4.56 eV Å⁻¹
E_LUMO: 0.78 eV
Frontier orbital gap: 9.60 eV